Formula: C22H21N5O2S2
Source: the OMol25 dataset
Level of theory: the ωB97M-V functional and the def2-TZVPD basis

```
52
Properties=species:S:1:pos:R:3:nbo_charge:R:1
C 2.2109 -3.1413 -0.9363 -0.430
N 1.6302 -1.9174 -0.4607 -0.352
C 1.9115 -0.6155 -0.7741 0.295
N 1.1020 0.1838 -0.1358 -0.284
N 0.2651 -0.5573 0.6025 -0.341
C 0.5807 -1.8110 0.3999 0.187
S -0.2315 -3.1787 1.0829 0.301
C -1.7166 -2.2708 1.5918 -0.627
C -2.2900 -1.5734 0.3566 0.704
O -2.0435 -1.9853 -0.7566 -0.616
N -3.0893 -0.5064 0.6077 -0.472
C -3.5660 0.2739 -0.4711 0.218
C -2.7504 0.5835 -1.5514 -0.200
C -3.2611 1.3123 -2.6100 -0.214
C -4.5755 1.7467 -2.5926 -0.215
C -5.3745 1.4754 -1.4954 -0.200
C -4.8819 0.7382 -0.4325 -0.062
C -5.6541 0.4935 0.8279 -0.420
C -4.6925 0.8070 1.9730 -0.397
C -3.5361 -0.1905 1.9586 -0.202
H -3.8650 -1.1177 2.4408 0.191
H -2.6963 0.2200 2.5321 0.206
H -4.3136 1.8224 1.8422 0.211
H -5.1920 0.7511 2.9410 0.218
H -5.9774 -0.5495 0.8904 0.211
H -6.5384 1.1297 0.8707 0.219
H -6.3929 1.8353 -1.4614 0.208
H -4.9730 2.3106 -3.4231 0.211
H -2.6252 1.5469 -3.4502 0.213
H -1.7235 0.2587 -1.5566 0.235
H -2.4110 -3.0134 1.9856 0.251
H -1.4229 -1.5684 2.3682 0.251
C 2.9976 -0.1653 -1.6851 -0.260
N 4.2800 -0.1149 -1.0057 -0.439
C 5.2305 -1.0541 -1.2612 0.532
O 5.1079 -2.0008 -1.9980 -0.625
S 6.7031 -0.6789 -0.3269 0.305
C 5.9272 0.7216 0.3875 -0.228
C 6.4558 1.6106 1.3046 -0.208
C 5.6527 2.6463 1.7496 -0.222
C 4.3480 2.7795 1.2931 -0.186
C 3.8144 1.8931 0.3737 -0.268
C 4.6193 0.8618 -0.0863 0.211
H 2.7914 1.9794 0.0446 0.250
H 3.7334 3.5859 1.6619 0.218
H 6.0456 3.3521 2.4649 0.217
H 7.4669 1.4897 1.6583 0.223
H 2.7509 0.8345 -2.0508 0.241
H 3.1050 -0.8521 -2.5295 0.253
H 1.5128 -3.6417 -1.6105 0.220
H 2.4071 -3.7998 -0.0891 0.217
H 3.1444 -2.9395 -1.4592 0.252
```

Summary:
HOMO level	-8.314	eV
SMILES	Cn1c(Cn2c(=O)sc3ccccc32)nnc1SCC(=O)N1CCCc2ccccc21
LUMO energy	0.58	eV
max |F|	1.2	eV Å⁻¹
frontier orbital gap	8.9	eV
electronic energy	-2071.645998	a.u.

***

Formula: C4H7OPS2
Source: the OMol25 dataset
Level of theory: the ωB97M-V functional and the def2-TZVPD basis

```
15
Properties=species:S:1:pos:R:3:nbo_charge:R:1
C 1.3883 0.3292 0.5854 -0.419
C 1.1517 -1.1217 0.1549 -0.563
C 0.2606 1.3002 0.0037 -0.582
C -1.4734 -1.0366 -0.4904 -0.560
O -3.4399 0.6190 -1.2994 -1.082
P -3.0966 -0.0257 -0.0664 1.270
S -0.4032 -2.0072 0.3917 0.472
S -1.2341 1.2710 0.9124 -0.085
H 1.2475 0.3355 1.6889 0.218
H 2.4345 0.7137 0.2948 0.231
H 1.4853 -1.3392 -0.8626 0.230
H 1.7001 -1.7471 0.9096 0.239
H 0.7712 2.2926 0.0273 0.241
H 0.1697 0.8289 -0.9951 0.197
H -0.9617 -0.4125 -1.2548 0.193
```

Summary:
HOMO level	-8.643	eV
LUMO energy	-1.78	eV
max |F|	3.4	eV Å⁻¹
frontier orbital gap	6.9	eV
electronic energy	-1369.479060	a.u.

***

Formula: C6H6O
Source: the OMol25 dataset
Level of theory: the ωB97M-V functional and the def2-TZVPD basis

```
13
Properties=species:S:1:pos:R:3:nbo_charge:R:1
O -0.2371 -0.8590 1.8398 -0.685
C 0.3593 -0.9692 0.5686 0.034
C -0.6894 -0.8331 -0.5476 -0.498
C -1.1093 0.5413 -0.7637 0.001
C -1.4465 1.6837 -0.9237 -0.248
C 1.4500 0.0040 0.4067 -0.038
C 2.3208 0.8155 0.1960 -0.218
H -0.5174 0.0619 1.9107 0.473
H 0.7768 -1.9681 0.5001 0.211
H -1.5662 -1.4041 -0.2349 0.251
H -0.3237 -1.2311 -1.4948 0.243
H -1.8905 2.6209 -1.1343 0.238
H 2.8695 1.5432 -0.3277 0.235
```

Summary:
HOMO level	-10.196	eV
SMILES	C#CC[C@H](O)C#C
LUMO energy	0.91	eV
max |F|	1.8	eV Å⁻¹
frontier orbital gap	11.1	eV
electronic energy	-307.316790	a.u.

***

Formula: C9H15N4
Source: the OMol25 dataset
Level of theory: the ωB97M-V functional and the def2-TZVPD basis

```
28
Properties=species:S:1:pos:R:3:nbo_charge:R:1
C -1.3991 2.1187 1.5907 -0.037
C -0.3896 -1.8761 2.0596 0.000
C 2.4286 -0.0221 -0.0781 -0.506
C 1.4463 -1.0780 -0.6460 -0.388
C 2.0284 1.3437 -0.4250 0.186
C -1.1937 -1.4923 -0.6925 -0.243
C -1.1054 0.5076 -1.7694 -0.045
C 0.0779 -0.7276 0.0470 0.097
C -0.2828 0.7964 0.0145 0.186
N 0.1433 -0.9706 1.4662 -0.456
N -1.3640 1.1561 0.7518 -0.445
N -1.8615 -0.4446 -1.3913 -0.537
N 0.7137 1.6760 -0.2692 -0.443
H -2.3697 2.2750 2.0020 0.195
H -0.0367 -1.8710 3.1047 0.196
H -1.1435 -2.6096 1.6881 0.157
H 2.3743 -0.1226 0.9934 0.282
H 3.4000 -0.2992 -0.4574 0.253
H 1.4899 -0.9713 -1.6997 0.219
H 1.7786 -2.0445 -0.3407 0.245
H -0.6586 2.8174 1.8616 0.163
H 2.7224 2.0246 -0.9125 0.238
H -0.8321 -2.2723 -1.3371 0.217
H -1.8738 -1.9675 0.0001 0.221
H -1.4531 1.3912 -2.1385 0.212
H -0.2350 0.1709 -2.2834 0.180
H -2.7299 -0.1639 -0.8260 0.415
H 0.3249 2.6554 -0.3129 0.439
```

Summary:
HOMO level (alpha / beta)	-11.477 / -11.476	eV
net charge	+1
LUMO energy (alpha / beta)	-4.23 / -4.24	eV
max |F|	6.9	eV Å⁻¹
frontier orbital gap (alpha / beta)	7.2 / 7.2	eV
electronic energy	-570.568646	a.u.

***

Formula: C5H10N2
Source: the OMol25 dataset
Level of theory: the ωB97M-V functional and the def2-TZVPD basis

```
17
Properties=species:S:1:pos:R:3:nbo_charge:R:1
C 0.5242 -0.5618 0.7000 0.338
C 2.7201 -1.4869 1.1808 0.007
C -0.4159 0.4028 -1.0154 0.059
C -0.6044 0.2058 0.4671 -0.203
C -0.0062 1.6663 -1.5550 -0.727
N 1.6422 -0.9923 0.8256 -0.199
N -1.9903 -0.5976 0.6766 -0.726
H 3.2148 -0.9237 1.9511 0.279
H 2.9141 -2.3002 0.4938 0.273
H -0.3281 -0.4506 -1.7791 0.278
H -0.7303 1.1641 0.9983 0.325
H 0.4924 1.6110 -2.6146 0.301
H 0.5262 2.3678 -0.9406 0.284
H -1.0031 2.0893 -1.6731 0.306
H -1.9574 -1.5732 0.3768 0.460
H -2.7809 -0.0884 0.1591 0.469
H -2.2173 -0.5324 1.7486 0.477
```

Summary:
HOMO level (alpha / beta)	-17.778 / -17.305	eV
net charge	+2
LUMO energy (alpha / beta)	-9.76 / -10.39	eV
max |F|	4.6	eV Å⁻¹
frontier orbital gap (alpha / beta)	8.0 / 6.9	eV
electronic energy	-305.172713	a.u.

***

Formula: C3H5N3O
Source: the OMol25 dataset
Level of theory: the ωB97M-V functional and the def2-TZVPD basis

```
12
Properties=species:S:1:pos:R:3:nbo_charge:R:1
O -1.9670 1.1126 -0.6259 -0.703
C -1.5381 -0.0422 0.0611 -0.105
C -0.0397 -0.2093 0.0050 0.317
N 0.8253 0.7452 -0.4563 -0.371
N 2.0884 0.2968 -0.3619 -0.284
C 1.9342 -0.9065 0.1234 0.132
N 0.6414 -1.2811 0.3522 -0.481
H -1.8136 0.9714 -1.5678 0.470
H -2.0171 -0.9605 -0.3097 0.195
H -1.8505 0.0899 1.1009 0.208
H 0.7783 1.7430 -0.4990 0.423
H 2.8003 -1.5159 0.3224 0.199
```

Summary:
HOMO level	-9.932	eV
SMILES	OCc1ncn[nH]1
LUMO energy	0.66	eV
max |F|	0.9	eV Å⁻¹
frontier orbital gap	10.6	eV
electronic energy	-356.812320	a.u.